Below is C26H26AsBrMgN3O8 as an isolated structure at a distorted geometry, with properties calculated with wB97M-V/def2-TZVPD.

Kohn-Sham gap = 8.02 eV
E_LUMO = 2.38 eV
E = -6782.69070 Eh
Total charge = -1
Energy above the lowest of the compared OMol25 structures with the same formula, charge and spin = 2.58 kcal/mol
Highest occupied orbital energy = -5.639 eV

CARTESIAN COORDINATES (ANGSTROEM)
Mg  1.437  -0.166  -0.112
O  6.746  -1.165  2.949
C  5.616  -0.874  2.237
C  4.704  0.082  2.670
C  3.588  0.301  1.885
N  3.387  -0.381  0.770
C  4.265  -1.272  0.334
C  5.416  -1.559  1.043
C  3.895  -1.868  -1.033
O  4.732  -2.556  -1.613
O  2.753  -1.500  -1.441
C  2.496  1.345  2.175
O  2.638  2.052  3.165
O  1.570  1.350  1.309
H  6.751  -0.628  3.749
H  4.834  0.658  3.579
H  6.128  -2.280  0.670
O  -3.405  -2.946  0.027
C  -2.627  -3.521  0.991
C  -3.153  -4.605  1.683
C  -2.394  -5.224  2.664
C  -1.119  -4.764  2.961
C  -0.601  -3.685  2.256
C  -1.339  -3.054  1.268
C  -0.714  -1.915  0.463
O  0.519  -1.581  0.833
N  -1.720  -0.799  0.583
N  -1.308  0.400  0.067
C  -2.042  1.397  0.353
C  -1.853  2.755  -0.170
Br  -0.096  3.348  -0.525
C  -2.856  3.627  -0.313
C  -4.298  3.358  -0.137
C  -4.925  2.187  -0.562
C  -6.287  2.006  -0.372
C  -7.052  2.994  0.231
C  -6.445  4.178  0.628
C  -5.085  4.358  0.436
H  -3.023  -2.066  -0.158
H  -4.151  -4.943  1.437
H  -2.805  -6.070  3.202
H  -0.527  -5.245  3.729
H  0.396  -3.303  2.434
H  -0.775  -2.211  -0.604
H  -2.118  -0.714  1.517
H  -2.915  1.277  1.001
H  -2.602  4.650  -0.566
H  -4.354  1.422  -1.070
H  -6.750  1.087  -0.709
H  -8.113  2.846  0.380
H  -7.031  4.964  1.088
H  -4.615  5.283  0.746
C  1.775  2.227  -4.113
As  2.259  0.719  -3.031
C  3.897  1.259  -2.184
C  2.644  -0.668  -4.280
O  0.962  0.508  -1.979
H  2.516  2.381  -4.898
H  1.704  3.110  -3.480
H  0.795  2.038  -4.550
H  4.382  1.991  -2.832
H  4.549  0.406  -2.019
H  3.648  1.721  -1.229
H  3.281  -0.244  -5.057
H  1.693  -0.981  -4.711
H  3.120  -1.497  -3.765